The following is a quantum chemistry calculation of a cluster of 10 separate species, C39H105N7O14 in total in a non-equilibrium geometry, from the OMol25 dataset.

For the HOMO energy, the calculation gives -0.32471 hartree. The value obtained for the frontier orbital gap is 9.40 eV. Its energy is -81234.294 eV. The calculation puts the lowest unoccupied orbital energy at 0.6 eV. Its structure (SMILES) is COC[C@H](C)N.COC[C@H](C)N.COC[C@H](C)N.COCCNCCOC.COCCNCCOC.COCCNCCOC.COCCNCCOC.CO.CO.CO. The max |F| comes out at 0.037 Eh/bohr.

Geometry (Å):
C  -5.75  -0.22  1.44
O  -5.63  -0.24  0.03
C  -5.30  -1.53  -0.44
C  -3.86  -1.92  -0.17
C  -2.87  -0.97  -0.82
N  -3.67  -3.30  -0.64
H  -4.79  -0.53  1.88
H  -6.55  -0.85  1.81
H  -5.89  0.82  1.72
H  -6.01  -2.27  -0.07
H  -5.46  -1.53  -1.53
H  -3.65  -1.94  0.91
H  -1.84  -1.20  -0.54
H  -3.02  0.04  -0.42
H  -2.97  -0.90  -1.90
H  -3.84  -3.34  -1.63
H  -2.70  -3.57  -0.50
C  -1.87  -3.12  3.32
O  -2.78  -2.39  4.12
C  -4.10  -2.80  3.84
C  -5.14  -1.94  4.55
C  -4.84  -1.78  6.03
N  -6.48  -2.57  4.48
H  -2.14  -3.07  2.26
H  -1.83  -4.17  3.63
H  -0.87  -2.70  3.44
H  -4.34  -2.78  2.77
H  -4.20  -3.88  4.07
H  -5.30  -1.02  4.00
H  -3.87  -1.34  6.24
H  -4.76  -2.80  6.44
H  -5.64  -1.26  6.54
H  -6.69  -2.99  3.57
H  -6.45  -3.39  5.08
C  -2.08  0.79  2.80
O  -1.07  0.89  1.84
C  -0.03  -0.05  1.93
C  1.17  0.30  1.09
C  0.86  0.48  -0.41
N  2.23  -0.66  1.32
H  -2.53  -0.21  2.75
H  -2.82  1.58  2.69
H  -1.70  0.98  3.82
H  0.24  -0.30  2.97
H  -0.45  -1.02  1.59
H  1.51  1.29  1.42
H  1.79  0.74  -0.91
H  0.16  1.31  -0.52
H  0.44  -0.44  -0.83
H  3.16  -0.31  1.16
H  2.17  -1.44  0.67
C  -0.68  1.17  6.14
O  -1.40  2.35  5.92
C  -0.57  3.50  6.00
C  -1.46  4.70  5.71
N  -1.82  4.70  4.30
C  -2.60  5.87  3.93
C  -3.47  5.61  2.72
O  -4.23  4.44  2.93
C  -5.46  4.46  2.24
H  0.13  1.07  5.40
H  -1.34  0.31  6.00
H  -0.21  1.12  7.13
H  0.25  3.44  5.28
H  -0.17  3.56  7.02
H  -0.94  5.61  6.03
H  -2.35  4.57  6.34
H  -2.37  3.85  4.15
H  -1.98  6.74  3.72
H  -3.32  6.10  4.74
H  -2.87  5.45  1.82
H  -4.15  6.45  2.53
H  -5.91  3.47  2.34
H  -5.27  4.64  1.18
H  -6.14  5.20  2.66
C  5.99  -0.37  0.26
O  4.72  -0.81  -0.13
C  4.78  -1.97  -0.96
C  3.39  -2.34  -1.41
N  2.68  -3.16  -0.42
C  1.34  -3.50  -0.90
C  0.60  -4.40  0.07
O  -0.69  -4.62  -0.43
C  -1.39  -5.64  0.23
H  6.50  -1.10  0.90
H  5.90  0.53  0.87
H  6.61  -0.10  -0.61
H  5.23  -2.80  -0.40
H  5.46  -1.76  -1.79
H  3.47  -2.92  -2.34
H  2.79  -1.47  -1.69
H  3.17  -4.04  -0.29
H  1.37  -3.96  -1.90
H  0.75  -2.58  -0.99
H  0.56  -3.93  1.07
H  1.14  -5.35  0.22
H  -1.37  -5.43  1.31
H  -0.96  -6.64  0.15
H  -2.41  -5.67  -0.13
C  3.82  4.50  -1.60
O  3.54  3.14  -1.77
C  4.34  2.57  -2.79
C  3.97  1.08  -2.90
N  4.95  0.34  -3.72
C  4.91  0.72  -5.14
C  6.02  0.02  -5.92
O  7.26  0.46  -5.45
C  8.35  -0.12  -6.10
H  4.90  4.71  -1.64
H  3.44  4.84  -0.63
H  3.36  5.12  -2.38
H  5.41  2.67  -2.59
H  4.06  3.08  -3.72
H  2.96  0.92  -3.26
H  4.14  0.70  -1.89
H  5.88  0.64  -3.41
H  5.02  1.80  -5.30
H  3.97  0.42  -5.60
H  5.84  0.34  -6.96
H  5.82  -1.05  -5.86
H  9.29  0.21  -5.67
H  8.37  0.15  -7.17
H  8.35  -1.22  -6.07
C  -1.26  2.61  -6.85
O  -0.56  1.76  -5.97
C  -1.36  1.29  -4.89
C  -0.47  0.38  -4.07
N  -0.15  -0.84  -4.82
C  1.10  -1.43  -4.37
C  1.40  -2.65  -5.24
O  2.15  -3.59  -4.50
C  2.86  -4.58  -5.20
H  -0.54  2.92  -7.60
H  -1.60  3.51  -6.33
H  -2.12  2.12  -7.32
H  -2.29  0.85  -5.27
H  -1.64  2.13  -4.24
H  -1.00  0.12  -3.16
H  0.41  1.00  -3.88
H  -0.10  -0.60  -5.80
H  1.03  -1.80  -3.34
H  1.98  -0.77  -4.41
H  1.88  -2.34  -6.18
H  0.44  -3.13  -5.50
H  3.68  -4.13  -5.76
H  2.19  -5.14  -5.86
H  3.27  -5.23  -4.43
C  2.64  -3.70  3.31
O  1.84  -2.55  3.42
H  3.70  -3.48  3.48
H  2.33  -4.45  4.04
H  2.54  -4.20  2.34
H  2.03  -1.98  2.63
C  -2.84  2.81  -0.56
O  -2.57  2.75  -1.95
H  -2.13  2.16  -0.04
H  -2.80  3.82  -0.14
H  -3.82  2.38  -0.36
H  -1.89  3.40  -2.17
C  0.94  3.70  2.29
O  0.66  4.98  2.82
H  1.82  3.75  1.65
H  1.07  2.96  3.08
H  0.15  3.39  1.59
H  -0.21  4.94  3.27